Record 1
The following is a DFT calculation (ωB97M-V/def2-TZVPD) of a 8-piece molecular cluster, C63H87BrF2IN8O overall.

Cartesian coordinates (Å):
C 8.049 0.809 -1.187
C 6.684 0.222 -1.882
C 5.356 0.774 -1.029
O 4.145 0.475 -1.817
C 2.920 0.627 -0.997
C 1.988 -0.764 -0.985
C 2.841 -1.866 -0.140
C 3.202 -3.252 -1.004
C 4.623 -3.087 -1.869
F 2.117 -3.674 -1.918
N 0.575 -0.510 -0.533
C -0.194 -1.736 -0.063
C -0.267 -1.821 1.607
C -1.581 -1.074 2.240
C -3.025 -1.816 1.838
C -1.618 0.563 2.000
C -3.140 1.199 2.262
C -2.923 2.827 2.515
C -3.228 3.895 1.524
C -2.680 5.428 1.894
C -4.006 3.703 0.093
C -0.166 0.277 -1.636
C -0.654 -0.722 -2.886
C -2.322 -0.851 -2.849
F -2.835 -0.972 -4.265
C 0.829 1.391 -2.384
C -0.016 2.536 -3.231
C 0.060 2.326 -4.866
C 2.018 1.968 -1.433
I 3.296 3.425 -2.540
C 1.594 2.695 -0.049
Br 3.016 4.108 0.331
C 0.125 3.392 0.020
C 0.171 4.994 -0.453
H 8.871 0.987 -2.010
H 8.465 0.006 -0.418
H 7.854 1.789 -0.568
H 6.708 -0.953 -1.746
H 6.632 0.562 -3.002
H 5.408 0.190 0.006
H 5.427 1.912 -0.760
H 3.301 0.732 0.126
H 1.998 -1.127 -2.123
H 2.390 -2.192 0.887
H 3.910 -1.398 0.111
H 3.425 -4.092 -0.204
H 5.559 -3.269 -1.173
H 4.681 -3.892 -2.749
H 4.741 -2.030 -2.358
H 0.642 0.114 0.328
H 0.222 -2.755 -0.467
H -1.344 -1.714 -0.385
H -0.240 -2.952 1.917
H 0.736 -1.330 2.017
H -1.502 -1.214 3.423
H -2.842 -2.968 1.729
H -3.765 -1.531 2.703
H -3.363 -1.290 0.829
H -1.303 0.898 0.924
H -0.935 1.075 2.829
H -3.703 0.670 3.147
H -3.723 1.066 1.231
H -2.450 3.154 3.558
H -1.852 5.394 2.744
H -3.593 6.067 2.258
H -2.182 5.962 0.957
H -5.183 3.629 0.277
H -3.590 2.837 -0.581
H -3.857 4.704 -0.528
H -1.130 0.813 -1.247
H -0.412 -0.269 -3.947
H -0.131 -1.777 -2.852
H -2.830 0.148 -2.438
H -2.693 -1.736 -2.178
H 1.375 0.753 -3.235
H -1.159 2.364 -2.932
H 0.246 3.624 -2.888
H 0.670 1.383 -5.200
H -1.054 2.148 -5.255
H 0.421 3.322 -5.402
H 1.667 1.957 0.887
H -0.197 3.433 1.167
H -0.734 2.841 -0.552
H -0.927 5.364 -0.725
H 0.855 5.096 -1.400
H 0.527 5.680 0.445
N -3.127 -4.428 -0.923
C -4.206 -4.933 -1.560
C -4.133 -5.886 -2.563
C -2.877 -6.348 -2.941
C -1.747 -5.846 -2.305
C -1.921 -4.898 -1.310
H -5.164 -4.538 -1.232
H -5.034 -6.258 -3.039
H -2.780 -7.094 -3.724
H -0.754 -6.186 -2.576
H -1.070 -4.478 -0.781
N -6.645 0.948 1.557
C -7.755 0.662 2.273
C -9.010 0.489 1.712
C -9.138 0.619 0.334
C -8.014 0.915 -0.430
C -6.801 1.067 0.221
H -7.604 0.573 3.345
H -9.866 0.258 2.335
H -10.107 0.492 -0.142
H -8.081 1.024 -1.507
H -5.893 1.294 -0.332
N -7.018 7.242 3.385
C -7.984 7.343 2.446
C -8.270 6.347 1.525
C -7.518 5.177 1.566
C -6.515 5.045 2.521
C -6.306 6.095 3.402
H -8.540 8.275 2.452
H -9.059 6.480 0.794
H -7.712 4.375 0.860
H -5.912 4.147 2.579
H -5.538 6.038 4.167
N 10.198 -2.059 0.036
C 9.143 -2.859 0.304
C 9.260 -4.173 0.727
C 10.537 -4.703 0.881
C 11.643 -3.905 0.611
C 11.425 -2.601 0.197
H 8.168 -2.400 0.166
H 8.378 -4.769 0.930
H 10.668 -5.730 1.209
H 12.651 -4.288 0.721
H 12.256 -1.936 -0.022
N 12.039 -3.091 4.494
C 11.327 -2.250 3.713
C 10.922 -0.986 4.111
C 11.266 -0.557 5.389
C 11.998 -1.401 6.217
C 12.360 -2.646 5.728
H 11.080 -2.632 2.726
H 10.353 -0.351 3.441
H 10.966 0.428 5.736
H 12.281 -1.097 7.218
H 12.935 -3.340 6.335
N -7.703 -0.516 5.467
C -7.789 -1.737 4.895
C -8.218 -2.873 5.564
C -8.576 -2.752 6.903
C -8.496 -1.508 7.520
C -8.059 -0.430 6.767
H -7.496 -1.781 3.850
H -8.271 -3.828 5.054
H -8.916 -3.620 7.460
H -8.767 -1.382 8.562
H -7.982 0.562 7.203
N 0.686 0.389 -9.400
C -0.577 0.196 -9.841
C -1.550 -0.478 -9.120
C -1.208 -0.991 -7.873
C 0.085 -0.810 -7.393
C 0.987 -0.118 -8.186
H -0.794 0.612 -10.820
H -2.549 -0.601 -9.522
H -1.944 -1.526 -7.280
H 0.383 -1.198 -6.426
H 2.008 0.052 -7.854

Summary:
**Largest force on an atom**: 4.08 eV/Å
**HOMO level**: -10.593 eV
**Energy above the lowest of the compared OMol25 structures with the same formula, charge and spin**: 879.5 kJ/mol
**Charge**: +1
**DFT total energy**: -6036.71543 a.u.
**LUMO level**: -2.5154 eV

Löwdin population analysis, charges in e, atoms 1 to 99: -0.13 -0.19 -0.22 -0.25 -0.25 -0.15 -0.06 -0.24 -0.06 -0.11 -0.05 -0.11 -0.13 -0.33 -0.09 -0.18 -0.18 -0.08 -0.27 -0.09 -0.09 -0.17 -0.08 -0.10 -0.15 -0.25 -0.21 -0.12 -0.62 0.93 -0.61 0.56 -0.25 -0.18 0.09 0.06 0.08 0.09 0.12 0.13 0.10 0.15 0.18 0.11 0.13 0.15 0.09 0.11 0.07 0.16 0.12 0.13 0.13 0.12 0.15 0.08 0.08 0.08 0.08 0.13 0.12 0.09 0.12 0.09 0.07 0.06 0.07 0.06 0.09 0.13 0.11 0.13 0.13 0.11 0.14 0.11 0.08 0.07 0.09 0.10 0.11 0.12 0.09 0.08 0.04 0.08 0.05 -0.14 -0.06 -0.07 -0.07 -0.16 0.11 0.11 0.11 0.11 0.08 0.06 -0.15

---

Record 2
The following is a DFT calculation (ωB97M-V/def2-TZVPD) of a 16-piece molecular cluster, C64H128O48 overall.

Cartesian coordinates (Å):
C -9.136 -4.038 1.697
C -8.071 -3.774 0.598
O -7.058 -2.889 1.151
C -5.759 -3.181 0.884
O -5.308 -4.064 0.082
O -5.023 -2.303 1.604
C -3.639 -2.387 1.536
H -10.076 -4.404 1.282
H -9.324 -3.234 2.408
H -8.666 -4.767 2.357
H -8.451 -3.215 -0.257
H -7.780 -4.733 0.170
H -3.274 -2.587 0.529
H -3.228 -3.197 2.140
H -3.221 -1.416 1.801
C 5.235 -8.330 1.367
C 4.788 -7.466 2.494
O 3.393 -7.250 2.226
C 3.022 -6.310 1.441
O 3.673 -5.544 0.819
O 1.651 -6.402 1.464
C 0.955 -5.313 1.015
H 4.638 -9.222 1.175
H 6.267 -8.590 1.601
H 5.258 -7.856 0.386
H 5.384 -6.557 2.569
H 5.019 -8.139 3.320
H -0.076 -5.524 0.735
H 1.506 -4.978 0.136
H 1.030 -4.553 1.794
C 1.697 6.332 1.506
C 0.370 7.136 1.127
O 0.190 8.371 1.892
C -0.946 8.450 2.674
O -1.884 7.649 2.753
O -0.915 9.593 3.374
C -1.944 9.841 4.274
H 1.520 5.272 1.327
H 2.175 6.585 2.453
H 2.479 6.547 0.779
H -0.511 6.498 1.192
H 0.410 7.485 0.095
H -2.867 9.857 3.695
H -1.821 10.817 4.744
H -2.092 8.999 4.950
C 5.085 5.095 4.602
C 4.402 4.240 3.421
O 5.241 4.112 2.233
C 4.768 3.387 1.126
O 3.585 2.951 0.965
O 5.698 3.152 0.275
C 7.058 3.465 0.532
H 4.774 6.139 4.574
H 6.158 4.932 4.500
H 4.747 4.644 5.535
H 3.368 4.452 3.148
H 4.531 3.257 3.873
H 7.732 3.220 -0.289
H 7.321 2.870 1.406
H 7.230 4.506 0.803
C 2.441 -1.161 -6.019
C 1.582 -0.271 -5.091
O 1.858 -0.516 -3.749
C 3.000 -0.128 -3.164
O 3.809 0.633 -3.639
O 2.993 -0.504 -1.913
C 4.032 -0.033 -1.090
H 2.119 -1.085 -7.058
H 2.528 -2.193 -5.682
H 3.502 -0.911 -6.010
H 0.551 -0.592 -5.236
H 1.629 0.785 -5.361
H 3.803 0.729 -0.344
H 4.919 0.301 -1.629
H 4.431 -0.944 -0.646
C -4.767 7.064 -4.386
C -4.997 5.666 -4.874
O -3.981 4.756 -4.354
C -4.112 4.102 -3.259
O -5.106 4.108 -2.535
O -3.027 3.369 -3.240
C -2.867 2.422 -2.189
H -5.438 7.824 -4.786
H -3.736 7.326 -4.624
H -4.771 7.142 -3.298
H -4.768 5.778 -5.934
H -5.994 5.228 -4.843
H -1.825 2.105 -2.236
H -3.506 1.567 -2.409
H -3.162 2.798 -1.209
C 0.767 3.113 -2.533
C 2.148 3.438 -1.932
O 2.294 4.734 -1.441
C 2.579 5.720 -2.286
O 2.730 5.666 -3.515
O 2.680 6.762 -1.559
C 2.936 8.070 -2.141
H 0.837 2.048 -2.755
H 0.785 3.515 -3.546
H -0.069 3.291 -1.857
H 3.027 3.267 -2.553
H 2.243 2.815 -1.042
H 2.201 8.473 -2.837
H 3.809 8.113 -2.792
H 3.085 8.856 -1.401
C 3.155 7.432 8.903
C 1.680 7.567 8.323
O 1.399 6.293 7.817
C 1.298 6.135 6.511
O 1.648 7.002 5.685
O 0.728 4.991 6.278
C 0.480 4.565 4.944
H 3.365 8.306 9.521
H 3.887 7.271 8.112
H 3.334 6.597 9.580
H 1.695 8.292 7.508
H 0.918 7.846 9.050
H 1.347 4.129 4.447
H 0.062 5.356 4.320
H -0.325 3.834 4.870
C 1.289 -5.865 -3.605
C -0.067 -6.242 -4.225
O -1.044 -5.709 -3.342
C -1.770 -6.540 -2.521
O -1.570 -7.760 -2.497
O -2.565 -5.818 -1.813
C -3.358 -6.473 -0.899
H 2.057 -6.236 -4.284
H 1.266 -6.251 -2.586
H 1.323 -4.778 -3.536
H -0.067 -7.329 -4.306
H -0.327 -5.814 -5.194
H -2.880 -7.243 -0.295
H -4.165 -7.093 -1.290
H -3.803 -5.764 -0.201
C 2.736 -2.112 1.519
C 2.462 -1.706 3.012
O 3.219 -2.600 3.771
C 2.775 -3.777 4.250
O 3.508 -4.798 4.522
O 1.400 -3.823 4.368
C 0.632 -4.893 4.857
H 2.655 -3.166 1.253
H 3.761 -1.884 1.227
H 2.051 -1.568 0.869
H 1.377 -1.716 3.124
H 2.809 -0.684 3.164
H 0.519 -5.546 3.992
H -0.364 -4.589 5.178
H 1.203 -5.388 5.642
C -7.730 -7.316 -6.511
C -6.662 -6.431 -7.140
O -6.304 -5.314 -6.433
C -5.341 -5.482 -5.545
O -4.556 -6.407 -5.404
O -5.285 -4.394 -4.846
C -4.506 -4.255 -3.615
H -7.402 -7.888 -5.643
H -8.126 -7.899 -7.343
H -8.442 -6.624 -6.062
H -6.912 -5.994 -8.107
H -5.811 -7.036 -7.453
H -4.718 -5.153 -3.034
H -4.822 -3.360 -3.080
H -3.426 -4.364 -3.713
C 1.614 -0.904 8.058
C 1.408 -1.372 6.573
O 0.000 -1.292 6.276
C -0.440 -0.192 5.588
O 0.160 0.885 5.523
O -1.675 -0.516 5.147
C -2.472 0.561 4.722
H 1.450 0.167 8.175
H 2.652 -1.030 8.367
H 0.968 -1.404 8.779
H 1.756 -2.405 6.579
H 1.923 -0.814 5.791
H -1.868 1.333 4.245
H -3.029 1.053 5.519
H -3.177 0.338 3.921
C 0.077 1.850 1.816
C -1.034 1.134 1.169
O -0.599 0.437 -0.088
C -0.683 -0.895 -0.260
O -0.877 -1.648 0.642
O -0.388 -1.204 -1.582
C -0.386 -2.564 -2.014
H -0.421 2.504 2.532
H 0.664 2.445 1.116
H 0.703 1.233 2.460
H -1.756 1.856 0.786
H -1.591 0.578 1.923
H -0.104 -3.289 -1.250
H 0.164 -2.745 -2.938
H -1.398 -2.865 -2.286
C 0.743 -3.883 -7.579
C -0.503 -2.955 -7.428
O -1.010 -2.803 -6.084
C -1.839 -1.720 -5.955
O -2.046 -0.875 -6.783
O -2.199 -1.637 -4.659
C -3.214 -0.778 -4.216
H 0.575 -4.952 -7.449
H 1.513 -3.689 -6.832
H 1.063 -3.781 -8.616
H -1.285 -3.366 -8.067
H -0.123 -2.002 -7.796
H -3.232 -0.773 -3.126
H -4.151 -1.219 -4.557
H -3.068 0.210 -4.652
C -4.041 5.694 0.555
C -5.108 4.933 1.383
O -4.759 4.985 2.763
C -3.967 4.032 3.252
O -3.742 2.908 2.760
O -3.231 4.468 4.318
C -3.342 5.700 4.918
H -4.515 6.132 -0.323
H -3.280 5.046 0.121
H -3.543 6.468 1.139
H -5.424 3.930 1.095
H -6.062 5.461 1.400
H -2.474 5.919 5.539
H -4.252 5.794 5.512
H -3.519 6.535 4.241
C 8.031 -5.914 -2.208
C 7.829 -4.872 -3.243
O 6.454 -4.566 -2.874
C 5.616 -4.108 -3.897
O 5.922 -3.971 -5.078
O 4.343 -3.767 -3.430
C 3.858 -3.887 -2.056
H 7.424 -6.817 -2.282
H 7.974 -5.438 -1.229
H 9.082 -6.125 -2.400
H 8.012 -5.196 -4.267
H 8.512 -4.045 -3.051
H 4.359 -3.153 -1.426
H 4.008 -4.911 -1.712
H 2.799 -3.656 -2.169

Summary:
**Largest force on an atom**: 5.66 eV/Å
**HOMO level**: -10.326 eV
**Energy above the lowest of the compared OMol25 structures with the same formula, charge and spin**: 614.9 kJ/mol
**DFT total energy**: -6126.79195 a.u.
**LUMO level**: 0.4435 eV

Löwdin population analysis, charges in e, atoms 1 to 99: -0.06 -0.19 0.02 -0.47 0.04 0.01 -0.07 0.08 0.07 0.07 0.12 0.12 0.08 0.11 0.08 -0.09 -0.18 0.06 -0.62 0.15 -0.01 -0.08 0.09 0.08 0.07 0.13 0.13 0.10 0.08 0.08 -0.03 -0.14 0.02 -0.50 0.07 0.00 -0.06 0.06 0.07 0.05 0.10 0.11 0.10 0.10 0.09 -0.03 -0.16 -0.04 -0.51 0.05 0.03 -0.02 0.06 0.07 0.07 0.09 0.11 0.10 0.10 0.10 -0.04 -0.19 0.02 -0.60 0.12 0.02 -0.04 0.08 0.07 0.08 0.11 0.13 0.09 0.10 0.07 -0.07 -0.18 0.05 -0.65 0.10 0.02 -0.02 0.08 0.08 0.07 0.12 0.13 0.08 0.09 0.09 -0.02 -0.22 0.03 -0.61 0.10 0.01 -0.01 0.07 0.08